# C6H37NO12

A 13-piece molecular cluster, C6H37NO12 overall (ωB97M-V/def2-TZVPD, the Open Molecules 2025 dataset).

Structure (ORCA input):
```
! wB97M-V def2-TZVPD RIJCOSX def2/J DEFGRID3
* xyz 0 1
C -1.6726 0.9566 1.8444
C -0.7922 0.1302 0.9156
C -1.4052 -1.2157 0.7488
C -2.5153 -1.3584 0.0424
C -3.0654 -2.6607 -0.4458
C -0.7138 -2.2857 1.5151
N -1.7463 2.4334 1.5448
H -2.6711 0.4752 1.8017
H -1.3715 0.9286 2.9488
H 0.2862 0.0948 1.1688
H -0.7897 0.6401 -0.1272
H -3.0418 -0.4675 -0.4243
H -2.2997 -3.4511 -0.7665
H -3.6044 -3.2044 0.2991
H -3.6670 -2.5132 -1.3224
H -0.9785 -3.3124 1.1828
H 0.4364 -2.3995 1.2774
H -0.7822 -2.4649 2.6248
H -0.7538 2.7045 1.4248
H -2.0236 2.8222 2.3778
H 3.4668 2.0356 0.2163
H 2.6399 1.9758 1.5793
O 2.6233 2.3528 0.6495
H 1.3571 2.5812 -0.4810
H 0.8914 1.5094 -1.5218
O 0.6959 2.4744 -1.1990
H 3.1413 -0.1151 3.0210
H 1.6935 0.1778 2.4925
O 2.5334 0.5880 2.8033
H 1.6977 0.9586 -3.1622
H 0.7158 -0.1293 -2.4022
O 1.6498 0.3573 -2.4286
H -2.0834 1.8380 -2.1246
H -3.0017 0.7093 -1.6898
O -2.2581 0.9115 -2.3020
H -3.5204 1.9850 0.0925
H -4.9432 1.9193 -0.6182
O -4.1245 1.3850 -0.3698
H -1.4529 4.0448 -2.1198
H -1.1696 3.2549 -0.8762
O -1.8861 3.4915 -1.4601
H 3.2151 -1.7997 0.1951
H 4.3174 -0.8953 0.1689
O 3.9763 -1.5637 0.7211
H 1.5641 -1.3157 -1.6307
H 2.1524 -2.5790 -2.2905
O 1.8890 -2.1921 -1.3966
H 3.2510 -2.4920 2.4174
H 2.2777 -3.6010 2.8406
O 2.5499 -2.7008 2.9573
H 3.1718 0.4706 -1.4849
H 4.6475 0.7121 -1.7736
O 4.0053 0.6889 -1.1040
H -0.6777 -1.5193 -1.5120
H -1.3105 -0.3895 -2.5044
O -0.5242 -0.9814 -2.3338
*
```

Results
Frontier orbital gap ... 9.3 eV
E_LUMO ... 0.3 eV
E ... -1208.404377 hartree
HOMO energy ... -8.960 eV